Record 1
8 unconnected molecules or ions with the total composition C26H70Cl4N6O6 in a non-equilibrium geometry, computed with wB97M-V/def2-TZVPD.

Each line ends with the Löwdin charge.
Element x y z (Å)
Cl -9.7574 5.3721 -0.6318  0.454
Cl -8.5415 4.0424 1.6391  0.492
Cl 2.6822 6.9490 -1.1713  0.499
Cl 4.4090 4.9797 0.2449  0.445
O -10.4293 -3.3801 5.7987  -0.209
O -1.7544 3.6565 -10.6211  -0.218
O 11.9880 -3.1019 0.0409  -0.228
O 0.7327 9.3779 5.7726  -0.211
O -1.5399 -0.5500 0.7369  -0.209
O 2.5553 -10.5360 0.3542  -0.207
N -8.4822 -2.8839 7.9075  0.033
N -2.1090 8.7345 3.5503  0.020
N 5.0280 -11.0608 -1.0965  0.020
N 1.1773 3.9856 -9.7416  0.044
N 9.7467 -4.9878 0.7142  0.031
N -1.8331 2.2776 0.3528  0.030
C -1.3368 8.8994 4.7563  -0.452
C -8.7056 -2.0391 6.7852  -0.468
C 2.8383 -11.2115 -2.2140  -0.060
C -11.7961 -3.5739 5.3981  -0.111
C 1.5174 -9.9606 1.0914  -0.144
C 3.8491 -10.2580 -1.5407  -0.404
C -8.3361 5.3669 0.4924  -1.003
C -1.1046 3.0084 -9.5056  -0.199
C 9.7148 -4.0569 -0.3494  -0.462
C -7.8395 -2.4117 5.6221  -0.074
C 13.0840 -2.3668 -0.4747  -0.131
C 3.2782 -9.4764 -0.3359  -0.165
C 8.8739 -2.8306 0.0988  -0.054
C -2.4632 1.3197 -0.5505  -0.443
C -0.6980 -1.6584 0.8144  -0.109
C -0.4201 5.1631 -8.4819  -0.083
C 11.1254 -3.7864 -0.9519  -0.130
C 2.0661 9.7235 5.6339  -0.119
C 0.1745 8.9234 4.5537  -0.206
C 4.3459 6.4485 -0.8310  -0.992
C -1.7014 -0.0509 -0.5856  -0.196
C -1.8648 7.7945 5.6432  -0.064
C -10.2444 -2.1063 6.5033  -0.156
C -2.8544 2.8703 -11.1992  -0.072
C -2.5306 1.9719 -1.9211  -0.076
C 0.0184 3.8241 -8.8889  -0.478
H -3.5389 2.6172 -10.3895  0.074
H -1.3519 5.1408 -7.9169  0.084
H -8.0714 -3.4039 5.2349  0.078
H 0.2397 5.6637 -7.7733  0.082
H -11.9584 -4.2203 4.5355  0.078
H -3.2034 3.4091 -12.0800  0.093
H 9.2444 -2.2684 0.9560  0.075
H 1.8753 -10.7037 -2.2670  0.075
H 8.7783 -2.1802 -0.7706  0.074
H 12.5791 -1.4938 -0.8883  0.083
H -0.8284 0.2381 -1.1707  0.118
H -12.4392 -4.0298 6.1509  0.082
H -1.9438 2.7869 -8.8462  0.117
H -8.5127 -0.9899 7.0094  0.134
H 13.7959 -2.7469 -1.2074  0.080
H 5.0371 7.1903 -0.4309  0.033
H 4.0334 -9.0879 0.3473  0.122
H -6.7822 -2.3892 5.8859  0.079
H -1.8442 7.8169 3.2216  0.066
H -10.4797 -1.2613 5.8562  0.110
H 11.7261 -4.6578 -1.2124  0.120
H 13.7638 -2.0964 0.3333  0.083
H 2.1992 10.1163 6.6419  0.097
H -7.4844 -2.8333 8.0556  0.068
H 11.0575 -3.0306 -1.7344  0.110
H -2.5731 1.8265 -11.3390  0.073
H 4.7396 6.1275 -1.7954  0.014
H -1.3839 7.6300 6.6074  0.080
H -0.7315 2.0565 -9.8835  0.117
H 0.3491 3.2894 -7.9985  0.140
H -10.9323 -2.0344 7.3458  0.121
H -1.8140 9.3452 2.8019  0.069
H 2.1165 10.4858 4.8564  0.089
H 1.1984 -10.7220 1.8031  0.083
H 2.6322 -12.1485 -1.6967  0.079
H 0.7752 4.2602 -10.6265  0.069
H -8.0227 -1.6935 4.8229  0.081
H 0.6238 -9.9042 0.4699  0.086
H 1.7322 -9.0723 1.6854  0.089
H -2.9162 7.9883 5.8555  0.076
H 7.9161 -3.2798 0.3616  0.075
H 4.2488 -9.5366 -2.2535  0.118
H -0.8687 2.2932 0.0533  0.065
H 0.3603 9.6949 3.8064  0.115
H -0.5255 5.7447 -9.3977  0.087
H -2.0038 6.8547 5.1087  0.075
H 1.6750 3.1303 -9.9437  0.070
H 0.2464 -1.3848 0.3438  0.095
H 2.6061 8.7911 5.4691  0.091
H 5.8285 -10.5351 -0.7757  0.060
H 0.6405 7.9809 4.2664  0.131
H -3.2153 2.8185 -1.9711  0.077
H 3.2172 -11.4378 -3.2107  0.072
H 9.0875 -4.4857 -1.1308  0.126
H 10.4910 -5.6503 0.5490  0.073
H -1.8405 1.8318 1.2591  0.064
H -7.3781 5.3172 -0.0251  0.031
H -2.2187 -0.8109 -1.1712  0.121
H -3.0376 1.2783 -2.5920  0.073
H 5.3853 -11.6683 -1.8199  0.059
H -1.6112 9.9171 5.0340  0.142
H -12.2192 -2.6450 5.0155  0.080
H -1.2853 -2.3744 0.2396  0.081
H -8.6421 -3.8373 7.6149  0.075
H -1.5405 2.2394 -2.2901  0.079
H 10.0187 -4.4385 1.5170  0.074
H 2.6038 -8.7007 -0.6987  0.118
H -3.4430 1.2592 -0.0766  0.135
H -0.7710 -2.0923 1.8117  0.094
H -8.2720 6.3045 1.0446  0.025

## Properties
- Multiplicity: 1
- E_HOMO: -0.3256 Ha
- Energy above the lowest of the compared OMol25 structures with the same formula, charge and spin: 101.2 kcal per mole
- SMILES: COC[C@H](C)N.COC[C@H](C)N.COC[C@H](C)N.COC[C@H](C)N.COC[C@H](C)N.COC[C@H](C)N.ClCCl.ClCCl
- Maximum force: 2.93 eV/Å
- HOMO-LUMO gap: 9.316 eV

Record 2
A gas-phase ion, C4H9NO (charge +1) in a non-equilibrium geometry, computed with wB97M-V/def2-TZVPD.

Each line ends with the Löwdin charge.
Element x y z (Å)
O -3.1614 -1.0758 -0.9491  0.097
N 2.4494 0.0264 0.3202  0.308
C -2.4907 -0.6734 -0.0450  -0.243
C 0.0095 -0.1627 0.4714  -0.152
C -1.2179 0.1064 -0.3560  -0.158
C 1.2374 0.5933 -0.1127  -0.177
H 3.2703 0.5987 0.5254  0.172
H 1.2150 0.5800 -1.2238  0.180
H -2.8036 -0.7957 1.0092  0.137
H 1.2106 1.6595 0.0990  0.146
H -0.0916 0.1290 1.5201  0.134
H -1.5201 1.1577 -0.3106  0.138
H 0.2860 -1.2148 0.5267  0.124
H 2.6691 -0.9001 -0.0497  0.169
H -1.0621 -0.0286 -1.4253  0.125

## Properties
- Multiplicity: 2
- Charge: +1
- E_HOMO (alpha / beta): -0.4918 / -0.4888 Ha
- Energy above the lowest of the compared OMol25 structures with the same formula, charge and spin: 34.4 kcal per mole
- Maximum force: 1.44 eV/Å
- HOMO-LUMO gap (alpha / beta): 9.565 / 4.310 eV

Record 3
10 unconnected molecules or ions with the total composition H20O10 in a non-equilibrium geometry, computed with wB97M-V/def2-TZVPD.

Each line ends with the Löwdin charge.
Element x y z (Å)
O 1.0319 1.1098 -2.3581  0.082
O -0.7053 -0.0495 -0.0530  -0.026
O -0.6255 2.7094 -0.8858  -0.032
O -0.0867 0.1960 3.5122  -0.059
O -1.7605 -0.9485 -2.4486  -0.030
O -2.3464 0.8317 2.0002  -0.058
O -1.4051 -2.6757 0.6087  0.006
O 2.8596 0.8668 -1.0060  -0.041
O 1.9520 0.6724 1.6941  -0.078
O 0.4711 -2.7207 -1.4829  -0.086
H 1.3328 -3.0850 -1.7639  0.058
H -2.0533 -3.0440 0.0768  0.018
H 0.2085 0.2294 0.1913  0.075
H -1.8194 0.7216 2.7977  -0.003
H -1.5354 3.0495 -1.0500  0.095
H 2.1304 1.0912 -1.5053  -0.142
H -1.1139 -1.8280 0.4286  -0.057
H -0.1466 3.1168 -0.1661  0.061
H -1.9033 0.4562 1.2831  -0.065
H 2.6183 0.9652 -0.0811  -0.029
H 0.6464 1.8754 -2.2029  -0.028
H -0.5806 0.3892 -0.8136  -0.054
H 2.5980 1.3971 1.9438  0.119
H -1.3022 -1.6785 -2.0670  -0.023
H -2.5155 -0.8162 -1.8700  0.048
H 0.4582 -2.6988 -0.4755  0.055
H 0.3769 0.5570 -2.6550  0.037
H 0.0919 -0.6746 3.8526  0.042
H 0.6245 0.1427 2.8301  0.007
H 2.4994 -0.1579 1.6655  0.109

## Properties
- Multiplicity: 1
- E_HOMO: -0.3758 Ha
- Energy above the lowest of the compared OMol25 structures with the same formula, charge and spin: 101.3 kcal per mole
- SMILES: O.O.O.O.O.O.O.O.O.O
- Maximum force: 6.83 eV/Å
- HOMO-LUMO gap: 10.001 eV

Record 4
A single C14H30O4S molecule in a non-equilibrium geometry, computed with wB97M-V/def2-TZVPD.

Each line ends with the Löwdin charge.
Element x y z (Å)
S -1.0868 1.2707 0.1429  0.529
O -1.4262 -0.0486 -0.2631  -0.229
O -1.4631 2.3405 -0.9250  -0.206
O -2.0998 1.6974 1.2957  -0.111
O 0.2333 1.5453 0.5858  -0.232
C -1.0289 1.5267 -3.8072  -0.188
C 0.8302 0.1161 -2.7569  -0.210
C -2.1733 1.0537 -2.9047  -0.176
C 1.8672 -2.0977 -0.8350  -0.213
C 0.7529 -2.4504 1.3928  -0.212
C -2.5458 2.0296 -1.7909  -0.194
C 1.6941 -1.5597 0.5837  -0.209
C -0.2577 -0.7183 2.9614  -0.241
C 0.5766 -1.9936 2.8413  -0.208
C 2.1715 0.1694 -2.0275  -0.208
C -0.4647 -0.3059 4.4180  -0.257
C 0.3605 1.5125 -3.1611  -0.206
C 2.7465 -1.2162 -1.7237  -0.210
C -1.2761 0.9793 4.5460  -0.113
H 0.0839 -2.7896 3.4069  0.111
H 0.0960 -0.3298 -2.0888  0.077
H 1.0707 1.9314 -3.8802  0.116
H 2.9144 -1.7392 -2.6698  0.107
H -3.3564 1.6122 -1.1862  0.127
H 1.1434 -3.4723 1.3916  0.111
H -1.2475 2.5413 -4.1499  0.111
H 1.5581 -1.8289 3.2919  0.115
H 2.3198 -3.0928 -0.7843  0.112
H 1.2843 -0.5525 0.5399  0.073
H 0.8831 -2.2114 -1.2908  0.106
H -2.8558 2.9936 -2.2047  0.137
H 0.2408 0.0887 2.4234  0.090
H -1.0079 0.8783 -4.6871  0.112
H 0.3654 2.1545 -2.2806  0.099
H -1.9250 0.0947 -2.4549  0.091
H -1.7995 1.3485 2.1403  0.037
H 0.5097 -0.1616 4.8890  0.112
H 2.6689 -1.5135 1.0763  0.123
H -1.3786 1.2623 5.5917  0.073
H 2.8948 0.7103 -2.6448  0.113
H -0.2227 -2.4628 0.9025  0.110
H 0.9176 -0.5135 -3.6471  0.125
H -3.0699 0.9191 -3.5152  0.121
H -2.2775 0.8471 4.1375  0.073
H -0.7807 1.7964 4.0235  0.077
H -1.2268 -0.8913 2.4845  0.116
H 2.0410 0.7304 -1.1014  0.096
H -0.9735 -1.1097 4.9554  0.110
H 3.7194 -1.0907 -1.2415  0.108

## Properties
- Multiplicity: 1
- E_HOMO: -0.3833 Ha
- Energy above the lowest of the compared OMol25 structures with the same formula, charge and spin: 3.3 kcal per mole
- SMILES: CCCCCCCCCCCCCCOS(=O)(=O)O
- Maximum force: 1.56 eV/Å
- HOMO-LUMO gap: 11.109 eV

Record 5
A molecular structure, C3H5N3 in a non-equilibrium geometry, computed with wB97M-V/def2-TZVPD.

Each line ends with the Löwdin charge.
Element x y z (Å)
N 0.1189 1.6659 -1.0894  0.043
N 0.9227 -1.0025 1.1781  0.027
N -0.2458 -1.4131 0.6812  -0.054
C 0.1772 0.4248 -0.4054  -0.488
C -0.7625 -0.5878 -0.2620  -0.065
C 1.2007 0.1129 0.5305  -0.115
H 2.0900 0.6929 0.7495  0.114
H -0.4756 1.4419 0.0672  0.217
H -0.5975 1.6207 -1.8279  0.054
H -0.6872 -2.2200 1.0813  0.145
H -1.7410 -0.7357 -0.7030  0.121

## Properties
- Multiplicity: 1
- E_HOMO: -0.2965 Ha
- Energy above the lowest of the compared OMol25 structures with the same formula, charge and spin: 86.8 kcal per mole
- Maximum force: 4.04 eV/Å
- HOMO-LUMO gap: 8.876 eV

Record 6
A molecular structure, C19H33BrGaN5O3P2Se, computed with wB97M-V/def2-TZVPD.

Each line ends with the Löwdin charge.
Element x y z (Å)
Br 0.4696 5.5255 -0.9544  0.850
Se -0.7635 -1.6253 -2.3961  0.894
Ga -0.1554 -0.1678 -0.7417  0.205
P 0.7054 -0.0887 2.3027  0.552
P 2.7163 -0.2593 0.2005  0.548
O -0.2587 -0.2890 1.1328  -0.220
O 2.1768 0.1420 1.6864  -0.233
O 1.7189 0.2770 -0.8123  -0.257
N 0.5085 1.2534 3.1848  -0.274
N 0.6830 -1.4029 3.2342  -0.291
N -0.9074 1.6815 -1.0614  -0.004
N 2.7230 -1.8836 0.2222  -0.278
N 4.1370 0.4529 -0.0369  -0.278
C -2.6624 -3.6250 -1.6534  -0.116
C -1.4333 -3.0788 -1.3100  -0.593
C -2.7354 3.0312 -1.7540  0.004
C 1.5201 -1.4348 4.4416  -0.068
C 2.9784 -2.5454 -1.0748  -0.054
C -0.1488 2.7777 -0.9227  -0.148
C -0.6339 1.2834 4.1148  -0.047
C -0.6819 -3.6351 -0.2815  -0.150
C -1.9627 4.1719 -1.6084  -0.042
C -1.1753 -4.7291 0.4155  -0.081
C -2.1789 1.7984 -1.4760  -0.077
C -2.4058 -5.2757 0.0800  -0.060
C 5.3119 0.0378 0.7392  -0.044
C 3.1640 -2.6919 1.3660  -0.069
C 4.2851 1.7496 -0.7105  -0.047
C -3.1429 -4.7251 -0.9559  -0.055
C -0.6463 4.0390 -1.1831  -0.655
C 0.8857 2.5774 2.6797  -0.055
C -0.4221 -2.3679 3.2500  -0.051
H -3.2470 -3.1989 -2.4579  0.106
H 4.0470 -2.7169 -1.2162  0.102
H -3.7609 3.0910 -2.0880  0.132
H 5.4906 0.7300 1.5635  0.102
H 2.4573 -3.5024 -1.0757  0.097
H 0.9329 -1.1920 5.3290  0.096
H 2.3427 -0.7257 4.3605  0.091
H 4.4786 2.5391 0.0180  0.099
H -0.4266 2.0215 4.8870  0.103
H 5.1772 -0.9644 1.1413  0.072
H 1.0783 3.2281 3.5309  0.103
H 1.7960 2.5135 2.0889  0.079
H 1.9318 -2.4372 4.5570  0.099
H -2.7365 0.8785 -1.5985  0.117
H -1.0160 -2.2903 2.3459  0.074
H -0.0067 -3.3733 3.3173  0.095
H 6.1823 0.0250 0.0848  0.104
H 5.1278 1.6868 -1.3977  0.103
H 0.8746 2.6297 -0.6032  0.101
H -0.7619 0.3158 4.5951  0.076
H -0.5885 -5.1699 1.2110  0.107
H 4.1949 -3.0230 1.2270  0.096
H 2.5261 -3.5734 1.4377  0.097
H 3.3923 1.9818 -1.2832  0.075
H 0.0833 3.0177 2.0803  0.090
H 3.0886 -2.1303 2.2930  0.065
H -2.3706 5.1500 -1.8253  0.129
H -2.7809 -6.1358 0.6170  0.116
H -4.0984 -5.1514 -1.2294  0.118
H 0.3013 -3.2391 -0.0418  0.073
H -1.5587 1.5539 3.6010  0.100
H 2.5868 -1.9464 -1.8935  0.077
H -1.0598 -2.1944 4.1195  0.099

## Properties
- Multiplicity: 1
- Charge: +2
- E_HOMO: -0.5030 Ha
- Energy above the lowest of the compared OMol25 structures with the same formula, charge and spin: 0.0 kcal per mole
- Maximum force: 0.42 eV/Å
- HOMO-LUMO gap: 8.023 eV